[1]
Formula: C12H25O13Tl
Source: the OMol25 dataset
Level of theory: ωB97M-V/def2-TZVPD

Its energy relative to the best compared isomer or geometry (same formula, charge and spin) is 51.47 kcal per mole. As for the gap between HOMO and LUMO (alpha / beta): 7.9 / 5.6 eV. The calculation puts the HOMO energy (alpha / beta) at -12.54 / -12.54 eV. Its charge is +1. Its spin multiplicity is 2. For the largest force on an atom, the calculation gives 4.5 eV/Å.

CARTESIAN COORDINATES (ANGSTROEM)
H1 12.07 3.96 -14.47
H2 12.17 4.08 -11.91
H3 5.18 5.60 -10.23
C1 9.43 3.39 -11.21
H4 10.39 3.07 -10.82
H5 11.97 0.82 -9.53
C2 12.35 -0.48 -17.94
H6 12.68 -0.45 -18.98
H7 12.31 4.83 -10.28
C3 12.57 4.91 -11.33
H8 11.41 -1.03 -17.96
O1 14.42 3.47 -7.80
C4 13.23 3.15 -7.55
O2 12.89 7.64 -10.60
H9 12.66 2.55 -13.84
H10 13.65 4.82 -11.38
H11 13.02 2.19 -9.91
H12 5.48 7.24 -9.78
H13 13.08 -1.09 -17.40
C5 12.79 1.43 -9.16
H14 12.96 9.77 -12.38
O3 11.85 8.13 -12.56
H15 12.63 4.86 -4.75
O4 12.13 2.29 -15.85
O5 12.00 0.11 -15.14
H16 5.91 6.38 -11.39
C6 11.90 9.55 -12.34
H17 10.99 2.65 -14.00
H18 14.09 4.13 -5.18
H19 9.54 3.89 -12.18
H20 10.95 1.61 -11.38
C7 13.18 4.54 -5.64
O6 10.88 0.83 -11.95
C8 5.93 6.39 -10.30
C9 7.55 4.58 -10.50
O7 7.23 5.89 -9.99
H21 13.41 5.47 -6.15
H22 8.82 2.49 -11.22
O8 8.85 4.36 -10.34
O9 12.45 3.67 -6.57
C10 12.11 0.94 -15.99
H23 13.76 0.96 -8.98
C11 11.91 2.89 -14.54
O10 6.76 3.91 -11.15
H24 11.47 9.89 -11.40
H25 11.65 10.17 -13.21
O11 12.12 0.73 -17.32
Tl1 11.00 -1.83 -12.84
O12 12.46 2.16 -8.04
O13 12.19 6.02 -12.08
C12 12.33 7.24 -11.59

[2]
Formula: C12H25O4S4SbTc
Source: the OMol25 dataset
Level of theory: ωB97M-V/def2-TZVPD

Its energy relative to the best compared isomer or geometry (same formula, charge and spin) is 21.35 kcal per mole. As for the gap between HOMO and LUMO (alpha / beta): 5.6 / 5.6 eV. The calculation puts the HOMO energy (alpha / beta) at -17.16 / -17.16 eV. Its charge is +3. Its spin multiplicity is 1. For the largest force on an atom, the calculation gives 2.0 eV/Å.

CARTESIAN COORDINATES (ANGSTROEM)
S1 3.70 -2.18 -3.50
O1 -0.05 -0.18 2.48
C1 3.17 3.48 1.87
C2 -1.19 0.42 3.13
H1 4.98 0.88 0.50
H2 3.61 4.27 1.26
S2 2.93 0.60 -1.09
Sb1 4.85 -0.47 -4.33
C3 -2.16 0.94 2.05
C4 -3.03 -1.32 -0.78
S3 3.45 1.41 -2.85
H3 0.51 -1.18 4.23
H4 1.44 2.05 0.16
H5 3.68 3.48 2.83
H6 2.12 3.72 2.04
O2 -1.65 -1.71 -0.96
H7 -0.45 -3.30 -1.23
H8 -1.70 -0.34 3.73
O3 -2.27 -0.14 1.12
H9 -2.19 -3.71 -1.23
C5 -0.23 -2.59 2.74
H10 2.73 2.97 -0.67
C6 2.51 2.10 -0.06
C7 3.35 2.12 1.21
H11 5.19 2.62 0.21
H12 -4.16 0.18 0.30
H13 -1.77 1.83 1.56
H14 5.41 1.97 1.82
C8 -3.12 0.00 -0.01
H15 2.98 1.33 1.89
H16 -0.86 1.23 3.78
H17 0.33 -3.47 3.06
Tc1 -0.34 -0.67 0.42
C9 -1.33 -3.44 0.74
H18 -3.13 1.17 2.50
H19 1.55 -1.37 2.80
C10 0.52 -1.32 3.14
S4 0.99 -0.39 -1.39
O4 -0.34 -2.58 1.31
H20 -1.02 -4.49 0.88
C11 -1.41 -3.10 -0.75
H21 -1.23 -2.64 3.19
C12 4.82 1.88 0.91
H22 -3.57 -2.09 -0.23
H23 -2.79 0.84 -0.63
H24 -2.29 -3.29 1.24
H25 -3.48 -1.21 -1.77

[3]
Formula: C12H26AlB3F4NO3S2
Source: the OMol25 dataset
Level of theory: ωB97M-V/def2-TZVPD

As for the gap between HOMO and LUMO: 7.6 eV. The calculation puts the HOMO energy at -6.13 eV. Its charge is -1. Its spin multiplicity is 1. For the largest force on an atom, the calculation gives 2.6 eV/Å.

CARTESIAN COORDINATES (ANGSTROEM)
C1 0.70 1.45 0.13
H1 -3.67 0.49 -0.44
H2 -0.24 2.01 0.14
H3 2.31 -4.92 0.29
C2 -1.78 -2.68 -0.32
O1 2.99 -1.19 3.16
H4 4.73 -1.50 1.72
B1 1.87 -1.96 3.54
B2 2.13 -3.33 1.76
H5 -1.89 2.48 0.92
H6 -0.51 -3.53 -1.88
C3 -1.29 -0.65 0.92
H7 -2.62 3.87 0.08
N1 -2.05 -1.25 -0.15
C4 2.84 1.01 -1.28
H8 2.33 -3.30 -0.48
C5 -0.36 -3.04 -0.89
C6 -2.43 2.08 -1.23
H9 -2.94 2.74 -1.97
H10 0.82 0.74 -1.96
H11 -2.30 -1.17 -2.22
H12 -2.53 -3.07 -1.04
C7 -3.07 0.65 -1.36
B3 3.83 -1.97 2.33
C8 -2.64 2.76 0.15
F1 -0.40 7.15 -1.66
H13 0.20 -5.11 -0.49
Al1 -0.22 6.31 -0.14
H14 -3.78 0.59 -2.20
H15 1.28 2.47 -1.71
C9 1.35 1.45 -1.29
H16 3.25 1.20 -2.29
O2 1.16 -2.78 2.61
H17 -0.21 -4.26 1.00
H18 2.95 -0.06 -1.03
H19 -0.97 -0.08 -1.63
H20 -1.38 2.01 -1.55
S1 0.49 -0.23 0.85
S2 -2.11 -0.31 2.32
H21 1.40 2.03 0.78
H22 -3.62 2.45 0.57
F2 0.24 4.64 -0.45
H23 1.50 -1.91 4.66
C10 -1.97 -0.49 -1.41
O3 3.48 -3.35 2.25
H24 3.47 1.58 -0.57
F3 -1.74 6.33 0.73
H25 0.29 -2.17 -1.07
C11 1.82 -3.91 0.29
H26 -2.01 -3.18 0.64
C12 0.29 -4.14 0.03
F4 1.02 7.09 0.82

[4]
Formula: C12H26B3N2O4P
Source: the OMol25 dataset
Level of theory: ωB97M-V/def2-TZVPD

As for the gap between HOMO and LUMO: 8.9 eV. The calculation puts the HOMO energy at -8.40 eV. Its charge is 0. Its spin multiplicity is 1. As for the structure (SMILES): COCCCCCCCB1OBOB([PH2]=N)O1.c1cc[nH]c1. For the largest force on an atom, the calculation gives 0.9 eV/Å.

CARTESIAN COORDINATES (ANGSTROEM)
C1 1.27 1.19 -0.03
O1 1.96 -3.48 0.57
H1 1.80 -5.52 0.66
H2 -4.22 -2.19 -3.58
H3 -1.59 1.41 1.45
H4 3.99 -3.40 0.17
H5 3.83 -1.58 -1.49
C2 1.74 -1.09 -1.16
P1 -4.87 -2.07 -1.52
B1 -3.60 -1.89 -0.07
C3 -0.24 0.92 -0.18
H6 -5.46 -0.81 -1.74
B2 -1.85 -0.70 1.02
N1 0.56 6.55 0.78
H7 -1.92 4.70 1.79
C4 1.23 5.41 1.13
C5 0.30 4.50 1.59
B3 -2.02 -2.99 1.15
H8 2.30 0.86 -1.92
H9 1.02 -1.40 -0.40
O2 -3.33 -3.00 0.67
H10 3.26 -1.99 0.93
O3 -2.92 -0.71 0.12
H11 -0.42 0.15 -0.94
C6 -0.78 6.39 1.01
C7 1.78 -4.72 -0.08
H12 2.57 -4.91 -0.82
O4 -1.60 -1.84 1.76
N2 -4.14 -2.75 -2.74
C8 3.10 -2.76 0.17
C9 2.18 0.37 -0.96
H13 -0.24 0.41 1.96
H14 -1.48 7.18 0.80
H15 -1.28 -3.89 0.94
H16 0.82 -4.74 -0.59
C10 2.91 -2.09 -1.18
H17 3.17 0.36 -0.51
H18 2.70 -2.86 -1.92
H19 2.29 5.34 1.03
H20 1.60 1.03 1.00
C11 -0.97 5.13 1.51
H21 0.52 3.51 1.93
H22 1.43 2.24 -0.24
C12 -0.95 0.57 1.15
H23 0.98 7.38 0.42
H24 -0.71 1.82 -0.56
H25 -5.94 -2.82 -0.96
H26 1.22 -1.17 -2.11

[5]
Formula: C12H26BCsF4N5O4
Source: the OMol25 dataset
Level of theory: ωB97M-V/def2-TZVPD

Its energy relative to the best compared isomer or geometry (same formula, charge and spin) is 13.73 kcal per mole. As for the gap between HOMO and LUMO: 8.3 eV. The calculation puts the HOMO energy at -6.18 eV. Its charge is -1. Its spin multiplicity is 1. For the largest force on an atom, the calculation gives 0.6 eV/Å.

CARTESIAN COORDINATES (ANGSTROEM)
H1 -1.38 3.49 -1.45
H2 -2.11 1.50 -3.72
H3 -2.42 5.04 0.01
N1 1.35 5.63 0.14
H4 2.16 4.10 -1.04
H5 2.09 -1.14 3.75
F1 0.80 -4.61 2.96
H6 0.94 0.45 4.77
H7 -1.39 3.07 0.84
H8 1.13 6.08 -1.89
C1 2.67 -0.35 1.85
H9 -0.87 -0.21 -4.68
C2 2.83 -1.50 -0.21
O1 2.30 -0.37 0.48
H10 -0.65 1.59 -2.74
H11 3.92 -1.44 -0.26
C3 0.54 5.74 1.36
H12 0.36 7.23 -0.78
H13 2.55 -2.44 0.26
H14 0.34 6.80 1.56
H15 1.34 1.56 3.45
O2 -2.66 -0.64 -1.72
H16 1.11 5.33 2.19
F2 0.41 -5.74 0.97
C4 -0.45 4.04 -1.37
N2 0.33 3.46 -0.27
C5 0.55 6.17 -0.97
C6 -1.45 0.93 -3.06
O3 -2.41 1.44 -0.92
H17 -0.35 1.31 3.91
H18 2.15 3.78 0.70
O4 0.44 -0.24 2.88
H19 -1.69 6.64 0.31
F3 0.59 -3.43 1.00
N3 -0.90 -0.28 -3.68
H20 -1.54 -1.04 -3.45
H21 2.42 -1.45 -1.22
H22 3.64 -0.85 1.99
C7 -1.48 5.58 0.12
B1 1.07 -4.67 1.57
H23 2.80 0.70 2.12
N4 -0.73 5.47 -1.14
H24 0.11 3.19 1.80
N5 -0.74 5.03 1.26
C8 0.61 0.82 3.79
H25 1.38 -1.98 2.37
C9 1.58 4.20 -0.12
F4 2.46 -4.72 1.34
C10 1.65 -1.00 2.75
C11 -2.27 0.56 -1.80
H26 0.12 3.94 -2.29
Cs1 -0.93 -1.19 0.29
C12 -0.45 3.61 0.96

[6]
Formula: C12H26Br2FN2NbO5P
Source: the OMol25 dataset
Level of theory: ωB97M-V/def2-TZVPD

As for the gap between HOMO and LUMO: 5.7 eV. The calculation puts the HOMO energy at -4.91 eV. Its charge is -1. Its spin multiplicity is 1. For the largest force on an atom, the calculation gives 8.2 eV/Å.

CARTESIAN COORDINATES (ANGSTROEM)
Br1 5.77 -1.85 -0.99
C1 -0.38 0.38 -2.03
H1 5.81 1.01 -0.20
F1 2.77 -0.63 -2.15
O1 0.32 -5.43 2.05
H2 -0.95 -3.49 0.03
H3 -0.43 -1.75 -1.22
C2 -3.25 1.71 -1.17
H4 -4.27 2.93 1.06
H5 -3.24 -0.62 -1.04
C3 -1.88 1.96 3.38
H6 -2.60 0.55 0.70
H7 2.98 -3.27 -0.94
O2 2.84 4.22 -1.49
C4 -1.81 0.01 -2.82
C5 -0.12 -0.68 -0.80
H8 -0.44 1.50 -1.70
H9 -4.41 1.89 -0.96
H10 1.08 -3.29 -0.89
Nb1 2.09 -0.69 -0.10
H11 -0.77 -0.51 0.15
H12 2.59 1.96 0.95
O3 3.05 2.18 -1.12
H13 -1.35 1.91 0.26
H14 -0.80 -2.52 1.46
H15 1.05 2.08 -0.14
C6 2.03 -2.95 -0.30
C7 0.49 -4.23 1.43
H16 -0.97 1.97 2.63
H17 0.47 0.30 -2.86
C8 2.13 1.60 -0.09
H18 -1.89 0.55 -3.85
H19 -1.75 -1.15 -3.06
C9 -3.14 0.22 -1.87
H20 -4.08 0.08 -2.58
H21 2.64 -4.80 0.90
H22 2.61 -3.27 2.00
H23 -2.59 3.69 1.51
H24 -1.79 2.88 4.12
O4 5.23 0.92 0.63
P1 4.58 -0.70 0.62
N1 -0.76 -3.48 1.06
H25 -1.77 0.98 4.04
O5 -3.21 1.90 2.70
H26 -2.88 2.58 -1.86
Br2 1.29 -0.68 2.41
C10 -3.17 2.67 1.42
C11 -2.51 1.67 0.30
N2 3.38 3.44 -0.69
C12 2.04 -3.79 1.11

[7]
Formula: C12H26BrClFN3O4S
Source: the OMol25 dataset
Level of theory: ωB97M-V/def2-TZVPD

As for the gap between HOMO and LUMO: 9.6 eV. The calculation puts the HOMO energy at -9.25 eV. Its charge is 0. Its spin multiplicity is 1. As for the structure (SMILES): CC[C@@H](Cl)N([C@@H](Br)CC)S(=O)(=O)F.CNC(C)=O.CNC(C)=O. For the largest force on an atom, the calculation gives 0.6 eV/Å.

CARTESIAN COORDINATES (ANGSTROEM)
O1 4.80 -3.69 -0.20
H1 6.07 -2.00 -1.04
H2 -1.72 2.31 1.41
H3 -3.55 -0.37 -1.22
C1 4.17 -1.41 -1.82
N1 3.15 -1.97 -0.93
H4 -0.48 0.59 -0.57
H5 -5.73 2.58 -1.72
H6 0.49 1.61 -1.61
H7 -5.15 3.25 -0.19
H8 -6.29 1.90 -0.20
C2 1.57 -0.09 -0.79
H9 1.75 -1.54 -2.42
Cl1 4.40 -2.41 -3.31
C3 -0.30 0.64 3.95
N2 -1.65 1.91 2.33
Br1 0.33 -2.61 -0.74
H10 -3.16 2.95 3.36
O2 -3.19 1.72 -0.14
C4 -0.46 1.33 2.61
H11 6.05 -0.65 0.86
O3 2.65 -4.48 -1.15
O4 0.45 1.35 1.80
H12 -0.09 0.05 -2.21
C5 -4.25 1.41 -0.67
H13 6.06 -0.52 -1.97
H14 -5.88 -1.26 -1.46
H15 -2.66 1.42 4.09
C6 5.40 -0.25 0.08
C7 -5.54 -0.35 -1.95
H16 3.73 -0.49 -2.19
C8 -5.43 2.34 -0.70
N3 -4.38 0.19 -1.27
H17 2.44 0.53 -1.02
H18 -0.45 1.33 4.77
H19 4.38 -0.25 0.47
S1 3.42 -3.53 -0.44
C9 1.79 -1.49 -1.33
C10 5.52 -1.08 -1.20
H20 0.70 0.23 3.99
H21 -6.35 0.37 -1.92
H22 -1.03 -0.17 4.06
H23 1.52 -0.14 0.30
F1 2.74 -3.41 0.96
H24 -5.32 -0.57 -2.99
H25 -3.66 1.42 2.63
C11 0.30 0.58 -1.34
C12 -2.84 1.93 3.14
H26 5.69 0.79 -0.09

[8]
Formula: C12H26CaO12
Source: the OMol25 dataset
Level of theory: ωB97M-V/def2-TZVPD

As for the gap between HOMO and LUMO: 2.0 eV. The calculation puts the HOMO energy at 2.00 eV. Its charge is -2. Its spin multiplicity is 1. For the largest force on an atom, the calculation gives 6.8 eV/Å.

CARTESIAN COORDINATES (ANGSTROEM)
H1 4.36 -1.31 -1.96
H2 -3.30 3.73 0.68
Ca1 -0.08 0.25 -0.68
C1 -0.64 -0.38 3.57
H3 -4.62 1.97 1.33
H4 -3.63 0.77 1.99
H5 0.04 -3.02 3.32
O1 -0.78 -1.96 -1.11
H6 2.97 4.27 -0.52
H7 -2.09 3.50 -0.59
O2 2.64 3.67 0.15
H8 3.98 -2.91 -1.30
C2 -3.05 3.15 -0.20
C3 -4.06 1.08 1.04
H9 3.12 -2.41 -2.68
C4 -3.03 1.62 0.08
H10 3.64 -1.21 1.11
C5 3.56 -2.02 -1.76
C6 1.86 3.12 -0.74
O3 1.94 3.44 -1.95
C7 -0.97 -2.98 -1.82
C8 2.61 -1.34 -0.82
H11 0.61 -2.97 1.59
O4 -1.78 1.26 0.57
H12 -1.69 1.54 1.48
H13 2.73 0.15 -1.83
H14 1.48 -2.16 2.87
O5 -1.24 -2.99 -3.04
O6 0.51 -0.25 1.49
C9 -1.00 0.90 -3.59
C10 0.48 -2.42 2.53
H15 -1.25 -4.47 -2.15
O7 -0.96 -4.14 -1.29
H16 -1.42 0.35 3.35
O8 -0.77 1.54 -4.62
H17 -4.63 0.28 0.56
H18 4.34 -0.25 -0.13
H19 -1.20 -1.41 1.82
H20 2.81 0.22 0.63
C11 -0.25 -1.14 2.29
H21 0.21 0.08 4.08
H22 0.85 0.48 2.02
H23 -1.26 -1.05 4.17
O9 -0.41 1.38 -2.59
H24 -3.79 3.33 -0.97
H25 1.85 -1.97 -0.35
O10 1.96 -0.33 -1.52
H26 -3.24 1.23 -0.92
C12 3.38 -0.61 0.23
O11 1.01 2.34 -0.35
O12 -1.81 0.03 -3.44

[9]
Formula: C12H26ClNO8PS
Source: the OMol25 dataset
Level of theory: ωB97M-V/def2-TZVPD

As for the gap between HOMO and LUMO: 8.9 eV. The calculation puts the HOMO energy at -11.47 eV. Its charge is +1. Its spin multiplicity is 1. For the largest force on an atom, the calculation gives 8.9 eV/Å.

CARTESIAN COORDINATES (ANGSTROEM)
H1 2.64 -5.10 1.87
H2 -4.07 4.11 -0.56
C1 0.10 5.23 -1.66
H3 0.34 1.22 -2.78
C2 -1.13 2.75 -1.78
C3 -3.08 2.44 0.17
O1 -2.74 2.24 1.47
H4 -0.35 6.33 -1.63
H5 0.11 1.14 1.98
H6 -0.16 -4.45 2.90
H7 1.32 -3.49 3.14
C4 0.79 -4.15 2.45
H8 -1.26 4.97 -4.23
H9 2.80 -6.51 -0.03
H10 -2.88 1.19 -1.73
C5 1.60 -5.38 2.04
C6 1.42 -2.45 0.64
H11 0.18 0.09 3.44
H12 1.90 -7.74 0.92
H13 -2.13 4.82 -1.26
O2 -2.16 4.72 -3.87
H14 -1.37 0.37 2.61
C7 -2.14 1.71 -0.94
C8 1.31 -1.12 1.38
O3 -0.08 -0.90 1.65
O4 1.26 5.24 -0.75
H15 0.38 5.05 -2.80
H16 -0.95 4.23 0.09
H17 -0.44 -2.83 1.39
Cl1 -0.89 2.22 -5.11
H18 1.71 -0.30 0.77
H19 0.50 1.26 -0.92
H20 1.13 -2.32 -0.41
H21 1.86 -1.17 2.33
H22 2.42 -2.90 0.69
O5 1.32 3.10 0.70
H23 0.16 -4.11 0.51
C9 -0.29 0.24 2.47
H24 1.31 -7.23 -0.68
N1 0.41 -3.39 1.22
C10 0.31 1.98 -1.86
H25 -1.57 0.83 -0.42
C11 1.81 -6.89 0.23
P1 -2.02 2.99 -3.48
H26 1.54 -6.15 2.81
C12 -1.09 4.24 -1.10
O6 1.02 -5.85 0.81
O7 -4.28 3.25 -0.08
O8 1.49 2.83 -2.00
S1 1.94 3.65 -0.60